Entry 1:
{"formula": "C34H42InNO4", "method": "ωB97M-V with the def2-TZVPD basis set", "elements": ["O", "C", "C", "H", "H", "C", "H", "H", "C", "H", "H", "H", "C", "H", "H", "H", "In", "C", "C", "C", "H", "C", "C", "H", "H", "H", "H", "C", "C", "C", "H", "C", "C", "H", "H", "H", "H", "O", "C", "C", "H", "H", "C", "H", "H", "C", "H", "H", "H", "H", "C", "C", "C", "C", "C", "C", "N", "C", "C", "C", "C", "C", "C", "C", "O", "O", "C", "C", "H", "H", "H", "H", "H", "H", "H", "H", "H", "H", "H", "H", "H", "H"], "xyz": [[-0.26792, 0.30929, -7.15275], [-0.38692, 1.61040, -7.79832], [-0.54144, 1.01677, -9.19948], [0.52537, 2.20260, -7.65937], [-1.26666, 2.15048, -7.42962], [-0.38473, -0.33974, -8.45765], [0.28039, 1.24719, -9.88001], [-1.52550, 1.16637, -9.64410], [0.88168, -1.06614, -8.85177], [1.74345, -0.38996, -8.82958], [0.78614, -1.44200, -9.87778], [1.05759, -1.92342, -8.19228], [-1.60125, -1.23283, -8.55836], [-2.51885, -0.69937, -8.28736], [-1.48566, -2.11385, -7.91608], [-1.71383, -1.58522, -9.59123], [-0.16941, 0.67665, 0.32834], [-3.16710, -0.68459, 1.63580], [-2.81418, 0.66870, 1.77875], [-2.62951, 1.23131, 0.46161], [-2.76513, 1.22401, 2.71576], [-2.99119, 0.20023, -0.48705], [-3.27499, -0.97255, 0.23882], [-3.57962, -1.92902, -0.18521], [-3.36990, -1.38076, 2.44751], [-2.53317, 2.29444, 0.23375], [-3.09531, 0.35001, -1.56149], [0.19028, -1.78312, 1.72142], [-0.41045, -2.61809, 0.76493], [0.30187, -2.49535, -0.45790], [-1.25440, -3.27976, 0.94959], [1.37522, -1.59789, -0.26771], [1.31237, -1.12127, 1.09656], [2.11619, -0.62306, 1.63806], [-0.09840, -1.66371, 2.76543], [0.09307, -3.05311, -1.36886], [2.15867, -1.34074, -0.97795], [-0.34604, 0.93793, -2.12403], [-0.58270, -0.11438, -3.09794], [-0.92430, 0.60663, -4.37992], [-1.38252, -0.76830, -2.72419], [0.33820, -0.71069, -3.18831], [-0.13764, 1.91865, -4.28857], [-1.99885, 0.83612, -4.42070], [-0.66268, 0.03465, -5.26605], [-0.09559, 2.20362, -2.79647], [-0.59224, 2.72644, -4.86986], [0.87862, 1.74718, -4.66900], [-0.88689, 2.90733, -2.49721], [0.87572, 2.58946, -2.45180], [4.62099, 0.46116, 6.13258], [3.66347, -0.56603, 5.60265], [4.15720, -1.64763, 4.87687], [3.29804, -2.60655, 4.33865], [1.92640, -2.43723, 4.46646], [1.41912, -1.31081, 5.14093], [0.04254, -1.09642, 5.09369], [-0.70624, 0.09286, 5.23526], [-1.82691, 0.07972, 6.08706], [-2.55674, 1.24338, 6.31032], [-2.18591, 2.43757, 5.67444], [-1.12561, 2.43787, 4.76382], [-0.42957, 1.26016, 4.48986], [0.48203, 1.22443, 3.29028], [1.64591, 0.82720, 3.36172], [-0.09693, 1.69154, 2.20235], [2.29021, -0.43576, 5.82398], [1.77454, 0.63465, 6.71790], [4.40193, 1.46201, 5.73730], [4.59127, 0.52748, 7.22704], [5.64344, 0.20326, 5.84122], [5.23641, -1.72650, 4.75547], [3.69537, -3.47237, 3.80659], [1.22451, -3.12579, 3.98429], [-0.52206, -1.94520, 5.11231], [-2.08889, -0.84833, 6.60476], [-3.39969, 1.23515, 7.00418], [-2.72172, 3.37016, 5.86126], [-0.84482, 3.33719, 4.21241], [1.60470, 1.56626, 6.16258], [0.83624, 0.34841, 7.19744], [2.49094, 0.85059, 7.51394]], "atomic_forces_ev_per_a": [[0.0, 0.3, -1.3], [0.1, 0.2, 0.3], [0.1, -0.3, 0.7], [-0.2, 0.0, 0.1], [0.2, 0.0, 0.0], [0.0, 0.0, -0.8], [-0.3, 0.0, 0.0], [0.2, 0.0, -0.1], [0.1, -0.2, 0.0], [-0.1, -0.2, 0.1], [0.0, 0.0, 0.2], [0.1, 0.2, -0.1], [-0.1, -0.2, 0.1], [0.2, -0.1, 0.1], [-0.1, 0.1, 0.0], [0.1, 0.1, 0.2], [-1.1, -1.3, 1.3], [-0.1, 1.4, -0.2], [-0.4, -1.0, 0.3], [1.6, 0.1, 0.3], [0.3, -0.2, -0.4], [-0.1, -1.7, 0.1], [-0.2, 1.0, -0.6], [0.2, 0.3, 0.1], [0.1, 0.2, -0.2], [-0.4, -0.2, 0.1], [0.1, -0.1, 0.3], [-0.6, -0.2, -0.4], [0.7, 0.3, 0.4], [0.8, 0.1, 0.1], [0.1, 0.3, -0.1], [-0.9, -0.5, -0.8], [-0.6, 1.0, -0.1], [-0.3, -0.1, -0.1], [0.1, 0.0, -0.4], [0.0, 0.2, 0.2], [-0.2, -0.1, 0.2], [0.2, 0.3, 0.1], [0.2, -0.3, 0.2], [-0.5, 0.2, 0.1], [0.3, 0.3, 0.0], [-0.2, 0.2, 0.0], [0.5, -0.4, -0.2], [0.2, -0.1, 0.1], [-0.1, 0.1, 0.3], [-0.1, 0.2, 0.4], [0.1, -0.1, 0.2], [-0.2, 0.1, 0.0], [0.2, -0.2, 0.0], [-0.3, -0.1, -0.1], [0.3, 0.1, 0.1], [-0.1, -0.3, 0.0], [0.0, -0.1, -0.1], [0.0, 0.1, 0.2], [-0.1, 0.3, 0.0], [0.9, 0.0, 0.0], [-1.2, -0.5, 0.1], [0.0, 0.0, -0.1], [0.2, 0.3, 0.0], [0.1, 0.2, -0.2], [0.3, 0.1, 0.0], [-0.5, -0.3, 0.1], [-0.2, -0.3, 0.1], [1.4, 0.1, -0.2], [-1.2, 0.5, -0.3], [0.4, 0.1, 0.3], [-0.1, -0.6, -0.5], [-0.1, 0.5, 0.2], [0.0, -0.2, 0.1], [0.0, 0.0, -0.2], [-0.1, 0.1, 0.1], [-0.2, -0.1, -0.1], [-0.1, 0.3, 0.1], [0.3, 0.2, 0.2], [0.3, 0.5, 0.1], [0.1, 0.3, -0.1], [0.2, 0.0, -0.3], [0.1, -0.3, 0.0], [-0.2, -0.2, 0.1], [0.0, -0.1, 0.1], [0.1, 0.1, -0.1], [-0.1, 0.0, -0.1]], "e_tot_ha": -1866.48281, "largest_force_ev_per_a": 2.16, "orbital_gap_ev": 5.774}

=====

Entry 2:
{"formula": "C34H42N9O5S2Ti", "method": "ωB97M-V with the def2-TZVPD basis set", "elements": ["Ti", "N", "C", "C", "C", "C", "N", "C", "N", "N", "C", "O", "O", "H", "H", "H", "H", "H", "H", "H", "H", "H", "H", "H", "H", "H", "H", "C", "C", "C", "C", "C", "C", "C", "C", "S", "C", "N", "C", "C", "C", "C", "C", "C", "C", "C", "H", "H", "H", "H", "H", "H", "H", "H", "H", "H", "H", "H", "H", "H", "H", "H", "N", "C", "C", "C", "C", "C", "C", "S", "O", "O", "N", "C", "N", "C", "C", "C", "N", "H", "H", "H", "H", "H", "H", "H", "H", "H", "C", "O", "H", "H", "H"], "xyz": [[0.67660, -0.03436, -1.30594], [-1.04404, 0.21860, 0.06337], [-0.84135, -0.79914, 1.13703], [-1.67202, -0.44003, 2.38168], [-2.59614, -1.65183, 2.62520], [-2.03848, -2.99687, 3.21195], [-0.95899, -3.64414, 2.42650], [-1.18928, -4.29741, 1.29676], [-2.48590, -4.60022, 0.98963], [-0.22312, -4.89638, 0.56055], [0.62479, -1.00065, 1.35768], [1.13266, -1.30512, 2.44493], [1.35196, -0.85645, 0.27235], [-1.09445, 1.18215, 0.43130], [-1.95108, 0.05898, -0.43662], [-1.22769, -1.76095, 0.76166], [-2.35386, 0.41093, 2.29283], [-1.02678, -0.23681, 3.22545], [-3.11534, -1.87144, 1.71807], [-3.45499, -1.37748, 3.25932], [-2.90964, -3.72022, 3.31952], [-1.66698, -2.79394, 4.21824], [-0.05290, -3.21306, 2.62543], [-3.19354, -4.23161, 1.58989], [-2.78216, -4.79121, 0.07217], [0.71411, -4.85749, 0.88615], [-0.48220, -5.53856, -0.20126], [3.08947, 1.69757, 6.88023], [3.77687, 1.99367, 5.50527], [4.92981, 3.05285, 5.76606], [4.34145, 0.62175, 5.13413], [2.67121, 2.51301, 4.57058], [1.81434, 3.58422, 5.00859], [0.95803, 4.23439, 4.16066], [0.84296, 3.82638, 2.83766], [-0.18284, 4.42016, 1.56891], [0.42525, 3.14725, 0.53553], [1.39048, 2.38881, 1.05854], [1.61550, 2.74009, 2.38652], [2.51246, 2.01796, 3.25971], [-0.10219, 3.03003, -0.85079], [-0.59381, 4.22417, -1.38960], [-1.22786, 4.29779, -2.65695], [-1.34092, 3.09284, -3.35005], [-0.67770, 1.94811, -2.88149], [-0.09384, 1.84762, -1.63604], [3.91273, 1.44958, 7.62215], [2.35842, 0.87041, 6.85302], [2.60377, 2.62455, 7.27979], [5.80186, 2.63970, 6.28854], [4.54225, 3.94575, 6.26719], [5.23098, 3.50136, 4.76765], [4.93292, 0.22843, 5.99905], [5.01412, 0.68755, 4.25499], [3.60339, -0.17910, 4.92686], [1.81276, 3.97923, 6.06194], [0.42134, 5.09125, 4.55728], [2.98633, 1.10969, 2.86908], [-0.51017, 5.16123, -0.82311], [-1.55712, 5.24661, -3.02759], [-1.99062, 3.04180, -4.21278], [-0.63826, 1.09330, -3.56517], [-3.77582, -0.13230, -7.91463], [-3.85927, -0.52964, -6.60216], [-3.89432, -1.88858, -6.28664], [-3.57373, -2.38415, -5.01649], [-3.45982, -1.47619, -3.95900], [-3.58165, -0.07896, -4.23439], [-3.63746, 0.38452, -5.51453], [-2.64264, -1.95215, -2.42740], [-2.58363, -3.38154, -2.31311], [-3.24470, -1.09741, -1.42506], [-1.06745, -1.34891, -2.48712], [-0.15383, -1.94993, -3.28698], [-0.44666, -2.66648, -4.37454], [0.56208, -3.12114, -5.16449], [1.90732, -2.86346, -4.89533], [2.14817, -2.07186, -3.79650], [1.15851, -1.58637, -2.99106], [-4.04309, -0.71112, -8.67565], [-3.56297, 0.83704, -8.18439], [-4.10915, -2.59047, -7.08046], [-3.39580, -3.42697, -4.82884], [-3.60243, 0.58605, -3.37571], [-3.82203, 1.45648, -5.72785], [0.21374, -3.77848, -5.96972], [2.71146, -3.16100, -5.54258], [3.13785, -1.91766, -3.42337], [3.59757, 0.94717, -1.53979], [2.27757, 0.64248, -1.77130], [3.77943, 2.05940, -1.51689], [4.20081, 0.56054, -2.38982], [3.94944, 0.51583, -0.53444]], "atomic_forces_ev_per_a": [[-0.2, 0.2, -2.5], [-0.8, -0.7, 0.4], [-1.6, 1.7, -0.2], [-0.3, -1.7, 0.3], [-0.6, -0.3, 1.3], [-1.1, 0.4, -0.3], [0.0, 0.8, 0.4], [-1.0, -1.8, -0.3], [1.3, 0.6, 1.2], [-1.4, 0.5, -0.1], [3.0, 0.1, -0.9], [-1.1, -0.4, 0.0], [-0.9, -1.2, 3.0], [0.2, -0.8, 0.0], [1.0, -0.1, 0.4], [0.2, 0.5, -0.3], [0.4, 0.0, -0.5], [0.2, -0.1, 0.3], [-0.1, -0.2, -1.1], [0.5, 0.0, 0.3], [1.2, 0.8, 0.1], [0.2, -0.3, -0.2], [0.2, -0.2, -0.4], [-0.2, 0.3, 0.0], [0.0, -0.2, -1.4], [0.7, 0.1, -0.1], [0.3, 0.8, 0.7], [0.9, 1.0, 1.2], [-0.9, -0.5, 1.8], [-0.9, 0.3, -2.1], [1.1, -0.5, -0.5], [0.1, 0.1, -0.7], [0.9, -0.1, 0.7], [-0.2, 0.5, 0.2], [0.5, -0.4, 0.0], [0.2, -0.4, 0.5], [1.8, -1.3, 0.0], [-1.9, 0.8, -0.4], [0.2, -0.8, 0.2], [-0.9, 1.5, 0.1], [-0.1, 0.6, -0.3], [-0.5, 0.8, -0.9], [0.9, -1.4, 1.5], [0.1, 0.4, 0.3], [-0.6, 0.3, -1.0], [-0.2, 1.5, 0.4], [-1.0, 0.1, -0.7], [0.3, 0.4, -0.2], [0.3, -0.9, -0.2], [-0.4, 0.0, -0.1], [-0.1, -0.4, 0.4], [0.1, -0.8, 1.0], [-0.2, 0.4, -0.7], [-0.3, -0.1, 0.4], [0.0, 0.8, 0.0], [0.4, -0.6, -1.2], [-0.2, -0.2, -0.2], [0.0, 0.6, 0.2], [0.1, -0.4, -0.2], [-0.4, 0.2, -0.2], [0.3, 0.0, -0.4], [-0.3, 0.1, 0.2], [-0.1, 1.7, -0.1], [1.5, 0.0, 1.0], [-0.1, -0.6, 0.1], [-0.4, 1.4, 0.4], [0.9, 0.1, -0.6], [0.4, -1.1, 1.1], [-1.7, 0.4, -1.5], [2.1, 2.5, -1.4], [-0.7, -0.7, 0.5], [-0.4, -0.7, 0.6], [-0.9, -1.1, 0.2], [1.4, 1.0, -0.9], [0.5, -1.1, -1.0], [-1.1, 0.3, 1.3], [-0.8, 0.3, -0.4], [-1.7, 0.4, 1.8], [-0.5, -1.2, -0.6], [-0.1, -0.6, -0.1], [-0.4, -0.9, 0.6], [0.2, -0.1, -0.1], [-0.1, -0.3, -0.1], [0.3, 0.1, -0.2], [0.5, -0.7, 0.3], [0.3, 0.4, 0.1], [0.1, -0.3, -0.1], [0.5, 0.5, 0.0], [0.7, 0.2, 0.7], [1.0, 0.3, -0.2], [-0.2, -0.8, 0.1], [0.1, 0.0, 0.6], [-0.3, 0.5, -1.3]], "e_tot_ha": -3835.71393, "multiplicity": 2, "largest_force_ev_per_a": 3.53, "orbital_gap_ev": [4.835, 7.275]}